{"formula": "C65H59N2O2P2ReS6", "method": "wB97M-V/def2-TZVPD", "s2": 0.75, "total_charge": 1, "spin_multiplicity": 2, "orbital_gap_ev": [6.44, 6.66], "fmax_ev_per_a": 0.48, "species": ["Re", "O", "C", "C", "C", "C", "C", "C", "C", "C", "C", "O", "C", "C", "C", "C", "C", "C", "C", "C", "C", "C", "C", "C", "N", "C", "C", "C", "C", "C", "C", "C", "C", "C", "C", "C", "C", "H", "H", "H", "H", "H", "H", "H", "H", "H", "H", "H", "H", "H", "H", "H", "H", "H", "H", "H", "H", "H", "H", "H", "H", "H", "H", "H", "C", "S", "C", "C", "C", "N", "P", "C", "C", "C", "C", "C", "C", "C", "C", "C", "C", "C", "C", "P", "C", "C", "C", "C", "C", "C", "C", "C", "C", "C", "C", "C", "H", "H", "H", "H", "H", "H", "H", "H", "H", "H", "H", "H", "H", "H", "H", "H", "H", "H", "H", "H", "H", "H", "H", "H", "H", "H", "H", "H", "H", "C", "S", "C", "C", "S", "S", "C", "S", "S", "H", "H", "H"], "xyz": [[0.91911, -0.23292, -0.09339], [0.72705, 1.06694, -1.41542], [1.65433, 1.76248, -2.26587], [3.03477, 1.73564, -1.59167], [3.65496, 0.36826, -1.53228], [4.80007, 0.09268, -2.26357], [5.38964, -1.15194, -2.16302], [4.84343, -2.07009, -1.28674], [3.70446, -1.74312, -0.56937], [3.16461, -2.71443, 0.43877], [1.75850, -3.19537, 0.08460], [0.89528, -2.06404, 0.17606], [1.17814, -4.20070, 1.07137], [-0.02654, -4.81315, 0.73008], [-0.65961, -5.66197, 1.62066], [-0.08913, -5.92059, 2.86056], [1.11085, -5.32060, 3.20325], [1.74107, -4.45803, 2.31364], [1.79366, -3.75408, -1.33415], [1.30516, -3.05881, -2.42910], [1.46194, -3.57359, -3.71014], [2.10221, -4.78476, -3.90613], [2.58451, -5.48990, -2.81145], [2.42931, -4.97780, -1.53512], [3.08853, -0.55418, -0.73176], [1.08631, 3.17446, -2.42342], [-0.16768, 3.29842, -3.02188], [-0.74101, 4.54239, -3.20669], [-0.06472, 5.68844, -2.80653], [1.18713, 5.57544, -2.22974], [1.76149, 4.32349, -2.03717], [1.67503, 1.11812, -3.64498], [2.63392, 1.53741, -4.56558], [2.63044, 1.05307, -5.86111], [1.64877, 0.15767, -6.26316], [0.68064, -0.24086, -5.35832], [0.69273, 0.22519, -4.04836], [2.92575, 2.12958, -0.57570], [3.71688, 2.39255, -2.12632], [5.21441, 0.85665, -2.90392], [6.27129, -1.39529, -2.73951], [5.28941, -3.04378, -1.14636], [3.13462, -2.24070, 1.42208], [3.83867, -3.56867, 0.49688], [-0.47904, -4.60499, -0.23093], [-1.59922, -6.12225, 1.34567], [-0.57843, -6.59169, 3.55378], [1.56302, -5.52199, 4.16503], [2.67449, -3.99864, 2.60781], [0.77043, -2.12519, -2.30177], [1.08064, -3.01838, -4.55532], [2.22037, -5.18321, -4.90466], [3.07384, -6.44392, -2.95233], [2.78913, -5.54148, -0.68249], [-0.69060, 2.40807, -3.35446], [-1.70846, 4.62407, -3.68349], [-0.50707, 6.66273, -2.96035], [1.73154, 6.46380, -1.93636], [2.73876, 4.27164, -1.58031], [3.37210, 2.27824, -4.28282], [3.38045, 1.38983, -6.56382], [1.63047, -0.20999, -7.28011], [-0.10826, -0.90718, -5.67913], [-0.09509, -0.07748, -3.36571], [-5.11946, 4.84743, 4.15457], [-4.20900, 3.33095, 3.81898], [-2.51476, 3.96642, 3.93693], [-1.53921, 2.86827, 3.52682], [-1.58242, 2.62490, 2.02324], [-0.80705, 1.48829, 1.53997], [0.74170, 1.10081, 1.84934], [1.09719, 0.09295, 3.31266], [0.16229, -0.09241, 4.32351], [0.46279, -0.90472, 5.40653], [1.69196, -1.54062, 5.48351], [2.63009, -1.36358, 4.47467], [2.33151, -0.55431, 3.39280], [1.78019, 2.57722, 1.97307], [2.84448, 2.65789, 2.87302], [3.63806, 3.79262, 2.91014], [3.37107, 4.85919, 2.06160], [2.31562, 4.78230, 1.16601], [1.52690, 3.64282, 1.11365], [-1.41717, -0.13974, 0.47690], [-2.72013, 0.76692, -0.36789], [-4.00075, -0.00325, -0.50897], [-4.80864, 0.36723, -1.75973], [-4.54606, 1.71900, -2.34318], [-3.51279, 2.45676, -1.93668], [-2.52371, 1.92594, -0.99589], [-2.11573, -0.90060, 1.97699], [-3.08521, -0.22118, 2.71075], [-3.61143, -0.78516, 3.86300], [-3.16422, -2.02719, 4.29348], [-2.20056, -2.70706, 3.56243], [-1.68350, -2.15111, 2.40212], [-6.17815, 4.60218, 4.11278], [-4.90234, 5.60396, 3.40225], [-4.88662, 5.23041, 5.14675], [-2.32102, 4.28640, 4.96158], [-2.41467, 4.83712, 3.28405], [-1.81104, 1.95062, 4.05499], [-0.52680, 3.14030, 3.84253], [-1.28243, 3.54540, 1.50730], [-2.61794, 2.45334, 1.72391], [-0.81611, 0.36013, 4.25301], [-0.27565, -1.05219, 6.18257], [1.92011, -2.17590, 6.32849], [3.59335, -1.85330, 4.53533], [3.06672, -0.40277, 2.60991], [3.04092, 1.85127, 3.56499], [4.45861, 3.85010, 3.61200], [3.98403, 5.74948, 2.10237], [2.10103, 5.60862, 0.50208], [0.72684, 3.57831, 0.38695], [-4.56098, 0.00125, 0.42791], [-5.87748, 0.24542, -1.57735], [-5.23349, 2.09434, -3.08998], [-3.35353, 3.44719, -2.34190], [-1.59068, 2.46184, -0.86335], [-3.44413, 0.74881, 2.38918], [-4.37389, -0.25359, 4.41726], [-3.57759, -2.46940, 5.19016], [-1.85147, -3.67912, 3.88539], [-0.95356, -2.69868, 1.82226], [-2.59462, -2.22396, -4.24082], [-3.10116, -0.55423, -3.77488], [-4.29403, -0.92669, -2.47839], [-3.72697, -1.41833, -1.07589], [-1.99785, -1.88890, -0.88222], [-4.81540, -2.69139, -0.38056], [-5.92871, -2.92667, -1.69326], [-7.23128, -3.88759, -1.56004], [-5.60112, -1.99484, -3.12626], [-1.82089, -2.11089, -4.99699], [-3.42377, -2.78147, -4.66942], [-2.17776, -2.75508, -3.38734]], "forces_ev_per_angstrom": [[0.24, -0.13, -0.13], [-0.03, -0.15, 0.07], [0.15, 0.00, 0.07], [-0.13, 0.02, -0.09], [0.01, 0.05, -0.08], [-0.06, 0.02, 0.07], [-0.02, -0.01, 0.03], [0.00, 0.03, 0.02], [0.09, 0.01, 0.00], [-0.02, -0.04, 0.09], [0.18, -0.11, 0.00], [-0.22, 0.18, -0.01], [-0.01, -0.01, -0.02], [0.02, -0.02, 0.02], [-0.02, -0.01, -0.04], [0.01, -0.01, 0.01], [0.01, 0.01, 0.01], [0.00, 0.00, -0.04], [-0.08, 0.01, 0.03], [0.01, -0.02, 0.03], [0.00, 0.04, -0.01], [0.01, 0.00, -0.01], [-0.01, -0.01, 0.02], [-0.01, 0.01, 0.00], [-0.13, 0.11, -0.01], [0.01, 0.00, -0.03], [-0.03, -0.05, 0.02], [0.01, 0.03, -0.01], [0.00, 0.02, 0.00], [0.03, 0.00, -0.01], [-0.01, -0.04, -0.09], [0.03, -0.02, -0.02], [-0.01, 0.00, 0.03], [0.01, 0.00, -0.01], [0.00, -0.01, 0.00], [-0.01, -0.04, 0.01], [-0.03, -0.05, 0.00], [0.01, -0.01, -0.03], [0.01, 0.02, 0.00], [0.01, 0.03, -0.03], [0.02, 0.00, -0.01], [0.01, -0.02, 0.00], [-0.01, 0.01, 0.00], [-0.01, 0.01, 0.00], [-0.02, 0.01, -0.04], [-0.01, -0.01, 0.00], [-0.01, -0.01, 0.01], [0.01, 0.00, 0.02], [0.03, 0.03, 0.01], [-0.03, 0.03, 0.02], [-0.03, 0.04, -0.04], [0.00, 0.00, -0.01], [0.01, -0.02, 0.00], [0.01, -0.01, 0.02], [-0.01, 0.04, 0.03], [-0.02, 0.00, -0.01], [-0.01, 0.03, -0.01], [0.00, 0.02, 0.01], [0.05, -0.05, 0.00], [0.02, 0.01, 0.01], [0.02, 0.01, -0.01], [0.00, -0.01, -0.01], [-0.01, -0.04, 0.00], [0.02, 0.01, 0.01], [0.00, -0.01, 0.00], [0.02, 0.01, 0.02], [0.01, 0.00, 0.03], [-0.07, 0.00, 0.02], [-0.01, 0.09, 0.05], [0.09, -0.16, -0.07], [-0.03, 0.02, 0.00], [0.05, 0.02, -0.04], [-0.08, -0.07, -0.05], [0.01, -0.04, 0.01], [-0.02, 0.02, 0.01], [0.03, -0.02, -0.01], [0.04, 0.05, -0.03], [0.11, -0.12, 0.17], [-0.08, 0.07, 0.05], [0.00, 0.06, -0.02], [0.02, -0.04, 0.04], [-0.07, 0.00, 0.01], [-0.02, 0.02, -0.03], [-0.26, 0.03, 0.03], [0.02, 0.09, -0.04], [0.04, 0.04, 0.06], [-0.08, -0.01, -0.01], [0.02, 0.03, 0.00], [-0.09, 0.02, -0.05], [0.05, -0.11, 0.08], [0.00, 0.01, -0.02], [0.00, 0.00, 0.00], [-0.02, 0.00, 0.01], [0.01, 0.00, 0.01], [0.02, 0.00, 0.01], [-0.02, 0.01, 0.01], [-0.02, 0.01, 0.00], [0.00, 0.01, 0.00], [0.01, 0.00, 0.00], [-0.03, 0.00, -0.01], [0.01, 0.01, 0.00], [0.00, 0.09, -0.03], [0.00, 0.00, -0.02], [0.07, 0.00, 0.02], [0.10, 0.06, -0.02], [0.05, -0.05, -0.01], [-0.02, 0.00, 0.02], [0.01, -0.01, 0.01], [0.01, -0.01, 0.00], [0.03, -0.01, -0.02], [0.01, -0.01, 0.00], [0.01, 0.00, 0.02], [0.01, 0.01, 0.00], [0.00, 0.01, 0.01], [-0.07, -0.01, 0.01], [0.00, -0.01, -0.04], [0.03, 0.03, -0.01], [-0.01, 0.02, -0.02], [0.00, 0.01, 0.00], [-0.01, 0.00, -0.03], [-0.02, -0.04, 0.01], [-0.01, 0.01, 0.01], [-0.01, -0.01, 0.02], [0.00, -0.01, 0.01], [0.01, 0.00, 0.01], [-0.03, 0.00, -0.01], [0.04, 0.01, 0.02], [0.06, -0.06, -0.08], [-0.04, -0.11, 0.01], [0.10, 0.04, 0.01], [0.06, -0.06, -0.05], [-0.27, 0.36, 0.16], [0.11, -0.16, -0.07], [0.07, -0.09, -0.01], [0.02, 0.03, -0.03], [0.00, 0.01, 0.01], [-0.01, 0.00, 0.00]], "lowdin_spin": [0.804, 0.070, 0.015, 0.004, 0.002, 0.002, 0.000, 0.001, 0.000, 0.004, 0.015, 0.084, 0.000, 0.000, 0.000, 0.000, 0.000, 0.000, 0.000, 0.000, 0.000, 0.000, 0.000, 0.000, 0.004, -0.001, 0.000, 0.000, 0.000, 0.000, 0.000, 0.000, 0.000, 0.000, 0.000, 0.000, 0.000, 0.001, 0.000, 0.000, 0.000, 0.000, 0.000, 0.001, 0.000, 0.000, 0.000, 0.000, 0.000, 0.000, 0.000, 0.000, 0.000, 0.000, 0.000, 0.000, 0.000, 0.000, 0.000, 0.000, 0.000, 0.000, 0.000, 0.000, 0.000, 0.000, 0.000, 0.001, 0.001, 0.007, -0.011, -0.001, -0.001, 0.000, -0.001, 0.000, -0.001, -0.001, -0.001, 0.000, -0.001, 0.000, -0.001, 0.006, 0.001, 0.000, 0.000, 0.000, 0.000, 0.000, 0.000, 0.000, 0.000, 0.000, 0.000, 0.000, 0.000, 0.000, 0.000, 0.000, 0.000, 0.000, 0.000, 0.000, 0.000, 0.000, 0.000, 0.000, 0.000, 0.000, 0.000, 0.000, 0.000, 0.000, 0.000, 0.000, 0.000, 0.000, 0.000, 0.000, 0.000, 0.000, 0.000, 0.000, 0.000, 0.000, 0.000, 0.000, -0.001, -0.004, 0.000, 0.000, 0.000, 0.000, 0.000, 0.000, 0.000]}